Record 1
A 10-piece molecular cluster, C32H91N11O10 overall, computed with wB97M-V/def2-TZVPD.

Summary:
Charge: +1
Spin multiplicity: 2
Frontier orbital gap (alpha / beta) (eV): 8.08 / 2.53

Positions of all 144 atoms, in Å:
C  -1.260  4.473  3.076
C  -0.510  4.649  1.783
C  0.627  5.692  1.749
O  1.288  5.836  0.455
C  2.571  6.434  0.499
N  0.028  3.324  1.496
H  -2.007  3.707  2.867
H  -1.668  5.457  3.304
H  -0.704  4.175  3.964
H  -1.130  4.969  0.945
H  1.327  5.670  2.584
H  0.175  6.679  1.852
H  3.414  5.862  0.886
H  2.660  7.383  1.028
H  2.741  6.598  -0.565
H  0.880  3.250  0.958
H  -0.650  2.730  1.039
C  0.294  5.030  -4.091
C  0.971  3.783  -3.419
C  2.343  3.977  -2.698
O  3.211  4.664  -3.630
C  4.551  4.894  -3.116
N  -0.071  3.403  -2.432
H  0.344  5.977  -3.554
H  -0.709  4.837  -4.473
H  0.703  5.251  -5.077
H  1.072  2.931  -4.091
H  2.839  3.059  -2.381
H  2.206  4.454  -1.728
H  5.358  4.928  -3.847
H  4.781  4.310  -2.225
H  4.371  5.878  -2.682
H  -0.866  3.940  -2.748
H  0.240  3.631  -1.499
C  -4.677  0.528  0.768
C  -5.416  1.887  1.169
C  -5.895  1.852  2.664
O  -6.722  0.761  2.985
C  -7.207  0.758  4.405
N  -4.631  3.081  0.739
H  -4.597  0.432  -0.315
H  -5.152  -0.423  1.009
H  -3.703  0.464  1.252
H  -6.362  1.824  0.631
H  -6.510  2.740  2.809
H  -5.167  1.992  3.462
H  -7.572  1.752  4.663
H  -6.437  0.615  5.163
H  -8.019  0.042  4.527
H  -4.408  3.178  -0.241
H  -3.815  3.239  1.313
C  0.592  -5.088  3.781
C  1.945  -5.335  3.001
C  2.415  -4.092  2.323
O  1.871  -3.700  1.075
C  0.815  -2.804  1.104
N  2.896  -5.699  4.086
H  0.438  -5.859  4.536
H  -0.253  -5.107  3.093
H  0.602  -4.086  4.210
H  1.822  -6.244  2.411
H  3.482  -4.046  2.104
H  2.294  -3.230  2.978
H  0.579  -2.961  0.051
H  1.134  -1.764  1.173
H  -0.113  -3.072  1.608
H  3.840  -5.856  3.763
H  3.064  -4.876  4.647
C  -2.657  -2.273  -3.361
C  -1.228  -2.919  -3.660
C  -1.265  -4.510  -3.601
O  0.104  -4.996  -3.826
C  0.114  -6.351  -3.791
N  -0.739  -2.485  -4.966
H  -2.930  -2.685  -2.390
H  -3.209  -2.570  -4.253
H  -2.755  -1.189  -3.296
H  -0.581  -2.540  -2.869
H  -1.793  -4.913  -4.465
H  -1.589  -4.752  -2.589
H  -0.551  -6.811  -4.522
H  -0.206  -6.601  -2.779
H  1.137  -6.725  -3.837
H  0.008  -3.138  -5.157
H  -1.389  -2.683  -5.714
C  3.483  0.117  -0.349
C  3.946  -1.158  -0.966
C  5.445  -0.957  -1.514
O  6.108  -2.120  -1.880
C  5.541  -2.628  -3.069
N  4.114  -2.008  0.165
H  3.633  0.952  -1.033
H  3.909  0.461  0.594
H  2.401  0.175  -0.231
H  3.168  -1.508  -1.644
H  6.083  -0.602  -0.704
H  5.633  -0.158  -2.231
H  6.214  -3.331  -3.561
H  5.312  -1.873  -3.821
H  4.605  -3.046  -2.698
H  3.229  -2.306  0.552
H  4.670  -2.841  0.031
C  3.041  2.710  3.354
C  2.104  1.705  4.041
C  2.472  0.263  3.567
O  1.672  -0.844  4.117
C  0.269  -0.687  4.047
N  2.306  1.913  5.460
H  3.005  2.498  2.285
H  4.035  2.674  3.800
H  2.583  3.695  3.445
H  1.072  1.889  3.743
H  3.505  -0.065  3.680
H  2.208  0.203  2.511
H  -0.098  0.022  4.789
H  -0.308  -1.610  4.098
H  0.057  -0.283  3.056
H  1.796  2.715  5.799
H  1.824  1.136  5.889
C  -1.078  0.473  -0.361
C  -1.745  -0.933  -0.409
O  -1.899  -1.246  0.926
H  -1.644  1.316  0.035
H  -0.608  0.689  -1.321
H  -0.219  0.417  0.308
H  -1.108  -1.622  -0.962
H  -2.714  -0.714  -0.858
H  -2.229  -2.145  1.001
C  -3.907  -4.795  0.317
O  -3.238  -3.824  0.112
N  -5.172  -4.770  0.595
N  -3.410  -6.040  0.299
H  -5.612  -5.669  0.733
H  -5.709  -3.933  0.418
H  -2.461  -6.310  0.084
H  -4.107  -6.729  0.547
C  -1.889  1.237  -4.949
O  -2.763  2.086  -4.794
N  -0.820  1.095  -4.245
N  -2.057  0.237  -5.686
H  -0.355  0.201  -4.322
H  -0.707  1.763  -3.496
H  -1.555  -0.633  -5.576
H  -3.055  0.157  -5.823

These are the Löwdin partial charges, in e, on atoms 1 to 2: -0.05 -0.42

Record 2
A 11-piece molecular cluster, C32H91N5O11 overall, computed with wB97M-V/def2-TZVPD.

Summary:
Relative energy (zero: lowest compared OMol25 entry of this formula, charge and spin) (kJ/mol): 66.2
Charge: +1
Spin multiplicity: 2
Frontier orbital gap (alpha / beta) (eV): 7.33 / 1.38

Positions of all 139 atoms, in Å:
C  4.963  -2.525  -0.966
C  3.636  -3.090  -1.408
C  2.994  -2.513  -2.638
O  3.835  -4.461  -1.595
H  4.936  -2.032  0.006
H  5.367  -1.817  -1.690
H  5.746  -3.265  -0.802
H  2.897  -3.176  -0.611
H  2.896  -1.429  -2.582
H  2.070  -3.083  -2.733
H  3.527  -2.727  -3.564
H  4.297  -4.691  -2.404
C  -0.436  0.319  -0.684
C  0.395  -0.685  0.064
C  1.793  -0.265  0.361
O  -0.200  -0.787  1.329
H  -0.241  0.212  -1.751
H  -0.120  1.317  -0.378
H  -1.506  0.352  -0.477
H  0.362  -1.608  -0.516
H  2.354  -0.944  1.004
H  1.762  0.733  0.797
H  2.419  -0.347  -0.527
H  -0.525  0.090  1.550
C  1.612  1.852  5.790
C  0.676  0.926  4.929
C  0.801  -0.531  5.332
O  -0.559  1.523  5.213
H  1.472  2.885  5.471
H  2.688  1.690  5.745
H  1.464  1.725  6.862
H  0.898  0.897  3.863
H  1.819  -0.891  5.185
H  0.233  -1.202  4.687
H  0.551  -0.753  6.369
H  -0.518  1.340  6.154
C  4.906  1.775  -1.516
C  4.315  2.779  -0.602
C  5.350  3.781  -0.008
O  3.312  3.545  -1.224
H  4.287  1.280  -2.264
H  5.339  0.988  -0.899
H  5.776  2.179  -2.033
H  3.789  2.322  0.237
H  5.962  3.346  0.782
H  4.870  4.668  0.405
H  6.010  4.204  -0.766
H  2.631  2.917  -1.474
O  1.458  2.405  -2.820
H  0.977  3.179  -3.113
H  1.357  1.775  -3.533
O  0.626  -3.436  1.605
H  0.232  -2.569  1.513
H  1.235  -3.346  2.338
C  -1.038  1.251  -4.969
C  -1.754  0.116  -5.769
C  -2.926  0.621  -6.795
O  -2.248  1.277  -7.802
C  -3.097  2.018  -8.551
N  -0.684  -0.615  -6.501
H  -0.539  1.931  -5.659
H  -0.276  0.854  -4.299
H  -1.788  1.743  -4.350
H  -2.212  -0.578  -5.065
H  -3.650  1.199  -6.221
H  -3.545  -0.140  -7.271
H  -3.265  3.024  -8.168
H  -4.045  1.487  -8.640
H  -2.629  2.142  -9.528
H  -0.943  -1.588  -6.586
H  -0.753  -0.273  -7.449
C  -2.707  -3.702  3.241
C  -2.982  -4.406  1.882
C  -2.981  -3.472  0.710
O  -2.990  -4.303  -0.464
C  -2.158  -3.801  -1.492
N  -1.992  -5.454  1.752
H  -1.647  -3.457  3.179
H  -2.707  -4.333  4.129
H  -3.168  -2.723  3.373
H  -4.011  -4.755  1.963
H  -2.107  -2.830  0.828
H  -3.834  -2.796  0.655
H  -2.148  -4.383  -2.414
H  -1.140  -3.674  -1.123
H  -2.465  -2.802  -1.800
H  -2.087  -5.748  0.790
H  -1.086  -5.011  1.803
C  -2.243  3.851  2.586
C  -1.338  2.923  1.829
C  0.142  3.356  1.866
O  0.256  4.641  1.206
C  1.386  5.372  1.672
N  -1.426  1.571  2.352
H  -2.084  3.787  3.662
H  -3.288  3.545  2.634
H  -2.156  4.872  2.215
H  -1.583  2.947  0.768
H  0.929  2.670  1.553
H  0.238  3.390  2.951
H  1.180  5.510  2.733
H  1.438  6.330  1.154
H  2.360  4.890  1.760
H  -2.425  1.422  2.334
H  -1.184  1.585  3.333
C  -3.361  2.682  -1.682
C  -3.563  3.601  -2.872
C  -5.004  4.192  -3.053
O  -5.892  3.038  -3.183
C  -5.923  2.347  -4.414
N  -2.603  4.641  -2.852
H  -3.957  1.797  -1.905
H  -3.901  3.115  -0.839
H  -2.335  2.394  -1.452
H  -3.318  3.027  -3.765
H  -4.975  4.676  -4.029
H  -5.203  4.960  -2.305
H  -6.656  1.540  -4.416
H  -4.915  1.949  -4.530
H  -6.113  3.028  -5.243
H  -3.147  5.285  -3.408
H  -2.571  5.052  -1.930
C  0.601  -4.898  6.276
C  1.116  -4.547  4.899
C  2.430  -3.702  4.918
O  2.546  -3.273  3.599
C  3.920  -2.947  3.294
N  1.318  -5.831  4.310
H  0.481  -3.969  6.834
H  1.293  -5.515  6.849
H  -0.349  -5.427  6.351
H  0.402  -4.126  4.191
H  3.323  -4.168  5.334
H  2.327  -2.785  5.497
H  4.112  -2.189  2.535
H  4.577  -3.765  3.000
H  4.233  -2.429  4.201
H  1.288  -5.771  3.302
H  0.434  -6.292  4.475

These are the Löwdin partial charges, in e, on atoms 1 to 2: -0.04 -0.52

no.,maximum force (eV/Å)
1,8.40
2,4.19